{
  "formula": "C28H59N7O9",
  "method": "ωB97M-V with the def2-TZVPD basis set",
  "homo_energy_ev": -8.62,
  "smiles": "CCOC(=O)CCC[C@@H]1CCNC1=O.CNC(C)=O.CNC(C)=O.CNC(C)=O.CNC(C)=O.CNC(C)=O.CNC(C)=O",
  "e_lumo_ev": 0.7,
  "elements": ["C", "C", "O", "C", "O", "C", "C", "C", "C", "C", "C", "N", "C", "O", "H", "H", "H", "H", "H", "H", "H", "H", "H", "H", "H", "H", "H", "H", "H", "H", "H", "C", "N", "C", "C", "O", "H", "H", "H", "H", "H", "H", "H", "C", "N", "C", "C", "O", "H", "H", "H", "H", "H", "H", "H", "C", "N", "C", "C", "O", "H", "H", "H", "H", "H", "H", "H", "C", "N", "C", "C", "O", "H", "H", "H", "H", "H", "H", "H", "C", "N", "C", "C", "O", "H", "H", "H", "H", "H", "H", "H", "C", "N", "C", "C", "O", "H", "H", "H", "H", "H", "H", "H"],
  "xyz": [[-2.16380, -5.55597, 2.49282], [-1.13303, -6.09010, 3.59971], [-1.39353, -5.61679, 4.94913], [-0.96595, -4.27737, 5.13874], [-1.74414, -3.34865, 4.78482], [0.41121, -3.83074, 5.80195], [1.36733, -2.99175, 4.80454], [2.16729, -4.05425, 3.90805], [2.24776, -3.71164, 2.34882], [2.11329, -2.20309, 1.83473], [0.53227, -2.17270, 1.48717], [0.38404, -3.41707, 0.63458], [1.25007, -4.41887, 1.31029], [1.14898, -5.62612, 0.99695], [-1.59314, -5.37931, 1.50758], [-2.71676, -4.60822, 2.78756], [-2.92153, -6.37946, 2.27955], [-1.22428, -7.23766, 3.62103], [-0.08253, -5.86799, 3.21823], [1.00069, -4.74449, 6.15383], [0.20502, -3.20190, 6.73091], [0.82177, -2.18245, 4.22634], [2.13338, -2.46807, 5.48852], [3.22946, -4.15945, 4.33412], [1.67744, -5.07473, 4.03424], [3.26845, -4.13177, 2.01154], [2.56000, -1.34497, 2.42565], [2.56058, -2.27586, 0.77418], [0.10700, -1.20408, 1.07212], [-0.14697, -2.43632, 2.37002], [-0.62795, -3.61183, 0.69247], [1.12989, 4.22583, 0.44597], [1.33370, 2.81367, 0.19926], [1.20677, 1.78744, 1.07523], [0.80603, 2.12154, 2.48765], [1.41621, 0.63298, 0.70481], [0.34619, 4.57916, -0.22689], [2.06005, 4.75058, 0.21981], [0.84235, 4.42820, 1.47222], [1.60437, 2.51957, -0.73075], [0.74300, 1.20450, 3.07495], [1.55239, 2.77544, 2.94441], [-0.17356, 2.60612, 2.49486], [-0.84861, -1.74059, -2.21719], [-0.22883, -0.43145, -2.16718], [-0.13447, 0.49568, -3.15781], [-0.73860, 0.15757, -4.49312], [0.43141, 1.56535, -2.94268], [-1.63383, -1.77369, -1.45725], [-0.08677, -2.48531, -1.97882], [-1.27898, -1.96138, -3.19151], [0.20004, -0.13568, -1.29818], [-0.58685, 0.98726, -5.18257], [-0.25575, -0.73021, -4.90766], [-1.81059, -0.01146, -4.38748], [-3.05186, 0.61683, -9.94707], [-2.70814, 0.54302, -8.54300], [-3.01624, -0.43813, -7.65000], [-3.81543, -1.61269, -8.14926], [-2.64483, -0.34523, -6.48835], [-2.12700, 0.67640, -10.52471], [-3.63406, 1.52618, -10.11106], [-3.62814, -0.24459, -10.27702], [-2.17171, 1.29799, -8.13979], [-3.98456, -2.31153, -7.33054], [-4.78510, -1.27543, -8.52269], [-3.26727, -2.13113, -8.93930], [4.63363, -2.85872, -2.01478], [3.53487, -2.96780, -2.94984], [2.77967, -1.96712, -3.48362], [3.09845, -0.55435, -3.07266], [1.87832, -2.23432, -4.26807], [5.52278, -3.29357, -2.47663], [4.38075, -3.43093, -1.11908], [4.83903, -1.82709, -1.73765], [3.26561, -3.88755, -3.26906], [2.41834, 0.13291, -3.57418], [2.97139, -0.44085, -1.99307], [4.12162, -0.30103, -3.36123], [0.73818, 7.78969, 5.41976], [0.96498, 6.70364, 4.49029], [1.99132, 6.54871, 3.60959], [3.04521, 7.62319, 3.56685], [2.03323, 5.56116, 2.88805], [0.70583, 7.37637, 6.43007], [-0.22796, 8.24339, 5.18882], [1.51519, 8.54886, 5.36550], [0.29647, 5.94651, 4.46416], [3.79687, 7.36565, 2.82116], [2.59546, 8.57922, 3.28938], [3.53629, 7.70614, 4.53916], [-3.81453, 1.48656, 0.28216], [-2.80305, 2.47835, 0.57978], [-2.95758, 3.68082, 1.19947], [-4.34296, 4.06518, 1.64766], [-1.98703, 4.40586, 1.37386], [-3.53650, 0.55317, 0.77632], [-3.83163, 1.32702, -0.79806], [-4.80338, 1.79143, 0.61747], [-1.84820, 2.28724, 0.30660], [-4.31237, 5.04513, 2.12331], [-5.01439, 4.11849, 0.78768], [-4.71753, 3.33955, 2.37337]]
}


{
  "formula": "C3H3FN2",
  "method": "ωB97M-V with the def2-TZVPD basis set",
  "homo_energy_ev": -9.27,
  "relative_energy_kj_mol": 489.83,
  "smiles": "[H]/N=C/N(F)C#C",
  "e_lumo_ev": 0.8,
  "elements": ["H", "N", "C", "N", "F", "C", "C", "H", "H"],
  "xyz": [[-2.74020, -0.44981, -0.18977], [-1.81742, -0.24291, 0.08413], [-0.77393, -0.92514, -0.08706], [0.48341, -0.46220, 0.24095], [1.44863, -1.50197, 0.11510], [0.94676, 0.77475, 0.15029], [1.43590, 1.85642, 0.20251], [-0.61073, -1.90198, -0.45493], [1.62758, 2.85285, -0.06122]]
}


{
  "formula": "C5H11NO",
  "method": "ωB97M-V with the def2-TZVPD basis set",
  "homo_energy_ev": -9.50,
  "relative_energy_kj_mol": 18.40,
  "smiles": "CNC(=O)C(C)C",
  "e_lumo_ev": 0.8,
  "elements": ["C", "N", "C", "O", "C", "C", "C", "H", "H", "H", "H", "H", "H", "H", "H", "H", "H", "H"],
  "xyz": [[-1.11281, -1.68551, 1.76796], [-0.33591, -0.89874, 0.84228], [-0.92132, -0.14783, -0.15142], [-2.12491, -0.16930, -0.39343], [0.02850, 0.75926, -0.92620], [0.63968, 1.80879, -0.00141], [1.10456, -0.03282, -1.66122], [-1.08726, -1.18224, 2.73830], [-0.64705, -2.66920, 1.86107], [-2.14993, -1.79313, 1.44205], [0.65587, -0.80750, 1.01387], [-0.58067, 1.27986, -1.67663], [1.35168, 1.36506, 0.70290], [-0.13744, 2.30863, 0.58727], [1.17156, 2.57113, -0.57957], [1.68201, 0.62496, -2.31988], [0.65743, -0.82069, -2.27666], [1.80600, -0.51073, -0.96928]]
}


{
  "formula": "C42H42GeIN7O6PZr",
  "method": "ωB97M-V with the def2-TZVPD basis set",
  "total_charge": 1,
  "homo_energy_ev": -10.62,
  "relative_energy_kj_mol": 122.76,
  "e_lumo_ev": -2.3,
  "elements": ["Zr", "C", "N", "C", "C", "N", "C", "P", "C", "N", "C", "C", "N", "C", "C", "N", "C", "C", "N", "C", "H", "H", "H", "H", "H", "H", "H", "H", "H", "H", "H", "H", "H", "H", "H", "N", "C", "C", "O", "O", "H", "H", "H", "H", "I", "C", "C", "C", "C", "C", "C", "C", "O", "O", "H", "H", "H", "H", "O", "C", "O", "C", "C", "Ge", "C", "C", "C", "C", "C", "C", "C", "C", "C", "C", "C", "C", "C", "C", "C", "C", "C", "C", "H", "H", "H", "H", "H", "H", "H", "H", "H", "H", "H", "H", "H", "H", "H", "H", "H", "H", "H"],
  "xyz": [[-0.10096, 0.01101, -0.04406], [-5.91408, 0.13119, 0.59542], [-4.61337, 0.29038, -0.04865], [-4.39806, 0.56566, -1.37372], [-3.04975, 0.68741, -1.53141], [-2.44333, 0.47944, -0.32206], [-3.40273, 0.24712, 0.55453], [-3.13131, 0.14924, 2.35277], [-1.85801, 1.45658, 2.37107], [-0.81009, 1.52157, 1.56972], [-0.13261, 2.66441, 1.89354], [-0.77536, 3.28879, 2.91746], [-1.86833, 2.51747, 3.20990], [-2.86184, 2.80236, 4.24148], [-2.00313, -1.27385, 2.33180], [-1.01387, -1.43776, 1.47666], [-0.40533, -2.62352, 1.79069], [-1.03977, -3.17292, 2.86030], [-2.05092, -2.31125, 3.19501], [-2.97680, -2.47505, 4.31107], [-6.67659, 0.05560, -0.17254], [-6.13700, 0.98622, 1.23028], [-5.93092, -0.77422, 1.19585], [-5.20930, 0.65816, -2.07704], [-2.48174, 0.95614, -2.41046], [0.76440, 2.95773, 1.37681], [-0.56102, 4.20401, 3.44378], [-2.58942, 3.72642, 4.74055], [-2.88873, 2.00155, 4.97694], [-3.85008, 2.91797, 3.80295], [0.43839, -2.99802, 1.23549], [-0.86245, -4.08820, 3.40039], [-2.73027, -3.39261, 4.83477], [-4.00343, -2.53851, 3.95783], [-2.88688, -1.64212, 5.00492], [2.22519, 1.07486, -0.99061], [1.78276, 1.81725, -2.18327], [0.26221, 1.76366, -2.20184], [-0.38948, 1.69906, -3.21608], [-0.24104, 1.77888, -0.97380], [2.93864, 1.56402, -0.47405], [2.59676, 0.17181, -1.25834], [2.17559, 1.41742, -3.11316], [2.06725, 2.86642, -2.11124], [7.47212, 0.13568, 4.93689], [5.55223, 0.03608, 4.11428], [4.44620, 0.05427, 4.95548], [3.17596, -0.02093, 4.40723], [3.00727, -0.11499, 3.02960], [4.12455, -0.12563, 2.20221], [5.40142, -0.05015, 2.73850], [1.62340, -0.19841, 2.46896], [0.67617, -0.10428, 3.22128], [1.53076, -0.35986, 1.15095], [4.57436, 0.12782, 6.02730], [2.29785, -0.00724, 5.03904], [3.99076, -0.19804, 1.12915], [6.27055, -0.06159, 2.09395], [0.48798, -0.85581, -1.86496], [-0.61188, -1.50247, -2.05594], [-1.30076, -1.75257, -1.04437], [-1.09173, -1.85672, -3.43057], [-0.14850, -1.53571, -4.60493], [1.32396, -2.84082, -4.87405], [2.28819, -3.29914, -3.22853], [1.99885, -4.47997, -2.54606], [2.62682, -4.77823, -1.33873], [3.55594, -3.90001, -0.80149], [3.85961, -2.71985, -1.47325], [3.22547, -2.42268, -2.66937], [2.56372, -2.19021, -6.23730], [2.03971, -1.79028, -7.46909], [2.87223, -1.34448, -8.48543], [4.24572, -1.28981, -8.28377], [4.78252, -1.69645, -7.07041], [3.94649, -2.14950, -6.05549], [0.48192, -4.48468, -5.52102], [-0.88625, -4.58282, -5.77059], [-1.44093, -5.76498, -6.24914], [-0.62963, -6.86540, -6.48693], [0.73766, -6.78087, -6.25024], [1.28630, -5.59930, -5.77203], [-2.03554, -1.30801, -3.51245], [-1.35198, -2.91870, -3.41377], [0.23432, -0.52095, -4.49541], [-0.73237, -1.56396, -5.52758], [1.29108, -5.18574, -2.96872], [2.39556, -5.70587, -0.82688], [4.05144, -4.13405, 0.13336], [4.61000, -2.04818, -1.07097], [3.46103, -1.49869, -3.18957], [0.96751, -1.83439, -7.63773], [2.45195, -1.04507, -9.43852], [4.89680, -0.93790, -9.07490], [5.85476, -1.66758, -6.91471], [4.38234, -2.49881, -5.12771], [-1.53404, -3.72818, -5.60214], [-2.50639, -5.82520, -6.43932], [-1.06014, -7.78662, -6.86082], [1.37538, -7.63598, -6.44227], [2.35678, -5.53848, -5.59646]]
}